The following is a DFT calculation (ωB97M-V with the def2-TZVPD basis set) of a 10-piece molecular cluster, C23H52F12N10O27S12 overall.

Each atom is followed by the atoms it is bonded to, with distances in Å.
CARTESIAN COORDINATES (ANGSTROEM)
1 C 0.467 1.288 0.061  C2 1.494, H8 1.090, H9 1.090, H10 1.090
2 C 0.100 0.643 1.358  C1 1.494, O3 1.181, N4 1.539
3 O -0.633 1.188 2.106  C2 1.181
4 N 0.632 -0.781 1.598  C2 1.539, H5 1.010, H6 1.010, C7 1.526
5 H 0.156 -1.432 0.989  N4 1.010
6 H 1.626 -0.875 1.445  N4 1.010
7 C 0.245 -1.440 2.918  N4 1.526, H11 1.090, H12 1.090, H13 1.090
8 H 1.462 1.734 0.044  C1 1.090
9 H -0.183 2.111 -0.237  C1 1.090
10 H 0.399 0.594 -0.777  C1 1.090
11 H -0.733 -1.865 2.692  C7 1.090
12 H 0.154 -0.647 3.660  C7 1.090
13 H 0.963 -2.244 3.077  C7 1.090
14 C 2.967 3.871 -1.825  C15 1.477, H21 1.090, H22 1.090, H23 1.090
15 C 4.202 4.680 -1.826  C14 1.477, O16 1.271, N17 1.519
16 O 5.180 4.328 -2.558  C15 1.271
17 N 4.155 5.790 -0.790  C15 1.519, H18 1.010, H19 1.010, C20 1.592
18 H 3.210 6.094 -0.601  N17 1.010
19 H 4.667 5.542 0.045  N17 1.010
20 C 4.950 7.078 -1.284  N17 1.592, H24 1.090, H25 1.090, H26 1.090
21 H 2.016 4.400 -1.891  C14 1.090
22 H 2.839 3.267 -0.927  C14 1.090
23 H 3.009 3.099 -2.593  C14 1.090
24 H 5.832 6.894 -1.897  C20 1.090
25 H 5.215 7.542 -0.334  C20 1.090
26 H 4.193 7.708 -1.752  C20 1.090
27 C -4.113 4.699 -0.659  C28 1.609, H38 1.090, H39 1.090, H40 1.090
28 C -3.972 3.112 -0.884  C27 1.609, C29 1.573, N33 1.506, C37 1.611
29 C -3.736 2.404 0.501  C28 1.573, C30 1.538, H41 1.090, H42 1.090
30 C -3.994 0.889 0.441  C29 1.538, C31 1.501, H43 1.090, H44 1.090
31 C -5.324 0.525 -0.153  C30 1.501, C32 1.546, H45 1.090, H46 1.090
32 C -5.610 1.109 -1.556  C31 1.546, N33 1.513, C35 1.547, C36 1.540
33 N -5.217 2.570 -1.535  C28 1.506, C32 1.513, O34 1.431
34 O -5.967 3.428 -2.401  N33 1.431
35 C -7.140 1.028 -1.764  C32 1.547, H47 1.090, H48 1.090, H49 1.090
36 C -4.854 0.271 -2.603  C32 1.540, H50 1.090, H51 1.090, H52 1.090
37 C -2.695 2.812 -1.819  C28 1.611, H53 1.090, H54 1.090, H55 1.090
38 H -4.848 4.807 0.138  C27 1.090
39 H -4.447 5.244 -1.542  C27 1.090
40 H -3.189 5.115 -0.258  C27 1.090
41 H -4.453 2.777 1.232  C29 1.090
42 H -2.750 2.770 0.788  C29 1.090
43 H -4.033 0.487 1.453  C30 1.090
44 H -3.163 0.322 0.022  C30 1.090
45 H -6.090 0.944 0.500  C31 1.090
46 H -5.623 -0.518 -0.052  C31 1.090
47 H -7.768 1.449 -0.978  C35 1.090
48 H -7.487 -0.006 -1.773  C35 1.090
49 H -7.471 1.582 -2.642  C35 1.090
50 H -3.774 0.193 -2.477  C36 1.090
51 H -4.919 0.579 -3.647  C36 1.090
52 H -5.253 -0.739 -2.693  C36 1.090
53 H -2.955 3.043 -2.852  C37 1.090
54 H -2.270 1.821 -1.662  C37 1.090
55 H -1.861 3.407 -1.448  C37 1.090
56 C 2.772 0.166 -3.205  C57 1.522, H65 1.090, H66 1.090, H67 1.090
57 C 2.881 -1.286 -3.648  C56 1.522, C58 1.546, H68 1.090, H69 1.090
58 C 2.093 -1.626 -4.934  C57 1.546, N59 1.566, H70 1.090, H71 1.090
59 N 2.436 -3.067 -5.443  C58 1.566, C60 1.538, C61 1.551, C64 1.563
60 C 3.880 -3.174 -5.963  N59 1.538, H72 1.090, H73 1.090, H74 1.090
61 C 2.034 -4.147 -4.404  N59 1.551, C62 1.525, H75 1.090, H76 1.090
62 C 1.820 -5.426 -5.206  C61 1.525, C63 1.489, H77 1.090, H78 1.090
63 C 1.189 -4.928 -6.460  C62 1.489, C64 1.483, H79 1.090, H80 1.090
64 C 1.421 -3.467 -6.563  N59 1.563, C63 1.483, H81 1.090, H82 1.090
65 H 2.948 0.856 -4.031  C56 1.090
66 H 3.585 0.425 -2.526  C56 1.090
67 H 1.806 0.388 -2.752  C56 1.090
68 H 2.533 -1.989 -2.890  C57 1.090
69 H 3.929 -1.453 -3.900  C57 1.090
70 H 2.462 -0.943 -5.698  C58 1.090
71 H 1.014 -1.574 -4.793  C58 1.090
72 H 4.578 -2.984 -5.148  C60 1.090
73 H 3.955 -2.444 -6.768  C60 1.090
74 H 4.076 -4.190 -6.308  C60 1.090
75 H 2.799 -4.231 -3.632  C61 1.090
76 H 1.108 -3.771 -3.970  C61 1.090
77 H 2.793 -5.872 -5.412  C62 1.090
78 H 1.301 -6.203 -4.643  C62 1.090
79 H 1.796 -5.375 -7.247  C63 1.090
80 H 0.133 -5.149 -6.612  C63 1.090
81 H 1.887 -3.198 -7.511  C64 1.090
82 H 0.509 -2.887 -6.421  C64 1.090
83 N 3.349 -0.986 1.474  S84 1.705, S88 1.508
84 S 3.932 -2.583 1.348  N83 1.705, O85 1.475, O86 1.481, F87 1.649, S88 2.303
85 O 5.385 -2.820 1.427  S84 1.475
86 O 3.155 -3.408 0.394  S84 1.481
87 F 3.359 -3.160 2.783  S84 1.649
88 S 4.454 -0.474 0.585  N83 1.508, S84 2.303, O89 1.465, O90 1.459, F91 1.607
89 O 4.638 -0.947 -0.789  S88 1.465
90 O 5.515 0.272 1.252  S88 1.459
91 F 3.663 0.815 0.041  S88 1.607
92 N -4.028 -0.089 6.022  S93 1.762, S97 1.483
93 S -3.919 -1.636 6.858  N92 1.762, O94 1.466, O95 1.505, F96 1.672, S97 2.340
94 O -2.819 -1.757 7.820  S93 1.466
95 O -4.272 -2.878 6.085  S93 1.505
96 F -5.306 -1.437 7.770  S93 1.672
97 S -2.833 -0.393 5.199  N92 1.483, S93 2.340, O98 1.462, O99 1.425, F100 1.687
98 O -3.081 -1.211 4.013  S97 1.462
99 O -1.563 -0.374 5.844  S97 1.425
100 F -2.871 1.169 4.563  S97 1.687
101 N 1.585 6.593 -0.753  S102 1.656, S106 1.460
102 S 0.587 5.993 0.425  N101 1.656, O103 1.469, O104 1.490, F105 1.639, S106 2.378
103 O 0.191 4.593 0.221  S102 1.469
104 O -0.258 6.847 1.306  S102 1.490
105 F 1.817 5.623 1.443  S102 1.639
106 S 0.657 7.515 -1.400  N101 1.460, S102 2.378, O107 1.423, O108 1.489, F109 1.635
107 O 0.725 8.831 -0.862  S106 1.423
108 O -0.616 6.960 -1.939  S106 1.489
109 F 1.525 7.653 -2.779  S106 1.635
110 N -1.383 -6.329 5.441  S111 1.764, S115 1.563
111 S -1.171 -4.835 4.529  N110 1.764, O112 1.442, O113 1.434, F114 1.611, S115 2.318
112 O -1.988 -4.636 3.357  S111 1.442
113 O 0.123 -4.217 4.551  S111 1.434
114 F -1.926 -3.849 5.555  S111 1.611
115 S -0.955 -7.113 4.158  N110 1.563, S111 2.318, O116 1.493, O117 1.446, F118 1.643
116 O 0.240 -6.806 3.317  S115 1.493
117 O -2.046 -7.805 3.509  S115 1.446
118 F -0.476 -8.359 5.116  S115 1.643
119 N 2.921 -0.576 7.534  S120 1.443, S124 1.700
120 S 1.479 -0.616 7.580  N119 1.443, O121 1.462, O122 1.465, F123 1.607, S124 2.346
121 O 0.793 0.586 8.053  S120 1.462
122 O 0.809 -1.897 7.813  S120 1.465
123 F 1.234 -0.522 5.995  S120 1.607
124 S 3.154 -0.407 9.210  N119 1.700, S120 2.346, O125 1.447, O126 1.448, F127 1.607
125 O 2.806 -1.566 10.003  S124 1.447
126 O 3.024 0.918 9.779  S124 1.448
127 F 4.756 -0.537 9.173  S124 1.607
128 N -0.773 -2.350 0.007  S129 1.569, S133 1.712
129 S -0.928 -3.908 -0.088  N128 1.569, O130 1.463, O131 1.435, F132 1.665, S133 2.305
130 O -0.066 -4.653 -1.007  S129 1.463
131 O -2.206 -4.457 0.264  S129 1.435
132 F -0.035 -4.143 1.298  S129 1.665
133 S -1.360 -2.219 -1.596  N128 1.712, S129 2.305, O134 1.454, O135 1.443, F136 1.630
134 O -2.775 -2.526 -1.719  S133 1.454
135 O -0.561 -2.434 -2.778  S133 1.443
136 F -1.516 -0.600 -1.697  S133 1.630

E_tot   -9462.713823 hartree
E_LUMO   2.4 eV
Net charge   -3
Frontier orbital gap   4.5457 eV
Spin multiplicity   2